{
  "formula": "C4H65O27P",
  "method": "ωB97M-V with the def2-TZVPD basis set",
  "charge": 0,
  "fmax_ev_per_a": 1.03,
  "orbital_gap_ev": 7.9,
  "species": ["O", "C", "C", "C", "C", "P", "H", "H", "H", "H", "H", "H", "H", "H", "H", "H", "H", "H", "H", "O", "H", "H", "O", "H", "H", "O", "H", "H", "O", "H", "H", "O", "H", "H", "O", "H", "H", "O", "H", "H", "O", "H", "H", "O", "H", "H", "O", "H", "H", "O", "H", "H", "O", "H", "H", "O", "H", "H", "O", "H", "H", "O", "H", "H", "O", "H", "H", "O", "H", "H", "O", "H", "H", "O", "H", "H", "O", "H", "H", "O", "H", "H", "O", "H", "H", "O", "H", "H", "O", "H", "H", "O", "H", "H", "O", "H", "H"],
  "xyz": [[-1.5303, -1.5487, 0.5512], [-1.1626, -0.8626, -0.6417], [-2.2277, 0.1030, -1.1563], [-3.6043, -0.5458, -1.3204], [-4.5362, -0.3996, -0.1193], [-6.0477, -1.5687, -0.3123], [-1.8905, -2.3964, 0.2659], [-0.2236, -0.3142, -0.5173], [-0.9772, -1.6081, -1.4214], [-1.8784, 0.4025, -2.1533], [-2.2724, 1.0268, -0.5760], [-3.5048, -1.6108, -1.5676], [-4.1035, -0.0802, -2.1749], [-4.0254, -0.6613, 0.8126], [-4.9132, 0.6213, -0.0197], [-6.8804, -0.5806, 0.2975], [-5.8969, -1.5438, -1.7265], [-5.3656, -2.6246, 0.3747], [-7.2134, -2.4228, -0.4701], [-7.1738, 0.5147, -2.4091], [-7.9155, 1.0553, -2.7094], [-6.5276, 0.5960, -3.1180], [0.2981, 2.4233, 0.0292], [0.3653, 1.5999, 0.5278], [0.4439, 2.1591, -0.8867], [3.2652, 3.2906, 0.5484], [2.3377, 3.0313, 0.4512], [3.5029, 3.0600, 1.4564], [-7.4146, -3.6397, -2.9925], [-7.3956, -2.6910, -2.8149], [-6.5214, -3.8431, -3.2937], [5.7051, 2.7830, -1.2145], [4.9734, 2.8338, -0.5824], [5.5196, 3.4932, -1.8396], [-3.0509, -4.1256, 0.0151], [-2.8603, -5.0304, 0.2866], [-3.8718, -3.8990, 0.4708], [5.5538, -0.1274, -0.5559], [6.2771, -0.3256, -1.1598], [5.3499, 0.7994, -0.7517], [6.0424, -2.7231, 1.3729], [5.2537, -2.7505, 1.9260], [5.8815, -1.9942, 0.7622], [3.4556, 4.4517, -2.3996], [2.5335, 4.3107, -2.6288], [3.5440, 4.1473, -1.4879], [-3.5244, -4.9198, -3.1714], [-3.5217, -4.5741, -2.2714], [-3.2808, -5.8455, -3.0758], [-7.5053, -1.8609, -5.1951], [-7.7314, -1.8378, -6.1294], [-8.0122, -2.6071, -4.8466], [5.1377, 0.6739, 2.3154], [5.0225, -0.1657, 2.7761], [5.4793, 0.4273, 1.4431], [9.0569, -2.9418, 0.0930], [8.2606, -2.9601, 0.6444], [8.8932, -2.2245, -0.5251], [-1.8091, 3.5521, 1.8569], [-1.2095, 3.4082, 1.1146], [-2.1885, 4.4230, 1.7058], [0.1548, -1.2083, 3.3330], [-0.0626, -1.1900, 2.3919], [-0.3599, -1.9487, 3.6695], [9.1791, -6.1552, 1.0196], [9.9255, -6.3502, 0.4454], [8.9597, -5.2403, 0.8096], [3.0150, -1.4113, 3.1902], [2.2346, -1.4514, 3.7606], [2.8125, -0.6984, 2.5770], [7.7812, 1.9387, 2.8031], [6.9384, 1.5171, 3.0152], [7.9083, 1.7400, 1.8666], [-9.9531, -4.0932, -4.6420], [-10.8835, -4.3322, -4.6828], [-9.6708, -4.3103, -3.7458], [-8.1717, 3.2056, -2.4367], [-7.4574, 3.6233, -1.9342], [-8.7081, 3.9259, -2.7792], [7.1432, 4.6621, 1.5092], [7.2600, 3.7512, 1.7942], [6.1891, 4.7675, 1.6347], [-5.5585, 3.8019, -1.1241], [-5.5173, 4.1975, -0.2418], [-5.3415, 2.8739, -0.9820], [4.8206, 3.8221, 2.9710], [4.4108, 4.1054, 3.7948], [5.0968, 2.9116, 3.1410], [-5.8162, 5.2248, 1.4763], [-6.3222, 5.2139, 2.2948], [-6.2170, 5.9294, 0.9548], [8.6840, -0.9533, 2.4105], [8.7113, -0.0198, 2.6565], [9.6066, -1.2281, 2.3883], [5.5540, -0.3823, 5.2115], [6.3855, -0.6282, 4.7895], [4.8844, -0.9427, 4.7985]]
}